No. 1
ORCA calculation (ωB97M-V/def2-TZVPD) on a structure of composition C7H28AlN14O7.

Calculated values
energy above the lowest of the compared OMol25 structures with the same formula, charge and spin	116.2	kcal/mol
HOMO	-17.7	eV
frontier orbital gap	3.73	eV
total charge	+3

Last column: Mulliken charge in e.
CARTESIAN COORDINATES (ANGSTROEM)
Al: -0.173 1.275 -0.169  1.69
C: 0.848 1.490 -4.058  0.63
O: 0.217 1.731 -3.072  -0.40
N: 1.259 2.341 -4.919  -0.41
N: 1.270 0.364 -4.284  -0.27
H: 1.064 3.318 -4.754  0.26
H: 2.013 2.032 -5.516  0.17
H: 1.068 -0.281 -3.533  0.13
H: 1.921 0.174 -5.032  0.19
C: 3.497 3.003 -1.066  0.65
O: 2.371 2.721 -0.725  -0.45
N: 4.108 4.010 -0.595  -0.37
N: 4.185 2.287 -1.864  -0.36
H: 3.916 4.684 0.132  0.24
H: 5.063 4.174 -0.880  0.14
H: 3.767 1.495 -2.331  0.18
H: 5.063 2.646 -2.210  0.19
C: -2.047 1.099 3.254  0.38
O: -1.180 0.694 2.529  -0.28
N: -3.078 0.407 3.633  -0.35
N: -1.990 2.357 3.645  -0.44
H: -3.039 -0.601 3.693  0.40
H: -3.601 0.804 4.401  0.16
H: -1.199 2.838 3.240  0.23
H: -2.439 2.647 4.502  0.22
C: -0.314 -2.448 1.388  0.45
O: -0.088 -1.410 0.851  -0.24
N: 0.048 -2.739 2.581  -0.36
N: -1.159 -3.375 0.934  -0.52
H: 0.530 -2.038 3.125  0.21
H: -0.045 -3.622 3.064  0.21
H: -1.305 -3.229 -0.055  0.20
H: -1.064 -4.364 1.116  0.28
C: -3.945 -0.314 0.333  0.53
O: -2.770 -0.064 0.231  -0.53
N: -4.734 0.057 -0.641  -0.41
N: -4.522 -0.872 1.339  -0.32
H: -4.318 0.510 -1.442  0.23
H: -5.730 0.172 -0.520  0.19
H: -3.968 -1.077 2.159  0.08
H: -5.438 -1.298 1.328  0.23
C: 3.072 0.156 2.256  0.67
O: 2.072 0.572 1.691  -0.48
N: 3.113 0.025 3.552  -0.41
N: 4.172 -0.234 1.655  -0.39
H: 2.233 -0.072 4.038  0.22
H: 3.946 -0.346 3.986  0.19
H: 4.220 -0.458 0.671  0.23
H: 4.763 -0.714 2.319  0.15
C: -1.170 -2.022 -2.401  0.66
O: -0.595 -1.037 -1.933  -0.40
N: -0.909 -2.831 -3.404  -0.38
N: -2.239 -2.551 -1.807  -0.42
H: -1.444 -3.684 -3.480  0.18
H: 0.011 -2.787 -3.819  0.23
H: -2.597 -3.433 -2.143  0.10
H: -2.709 -2.184 -0.992  0.09


No. 2
ORCA calculation (ωB97M-V/def2-TZVPD) on a structure of composition C2H6O2Si2.

Calculated values
energy above the lowest of the compared OMol25 structures with the same formula, charge and spin	60.7	kcal/mol
HOMO	-9.7	eV
frontier orbital gap	9.03	eV

Last column: Mulliken charge in e.
CARTESIAN COORDINATES (ANGSTROEM)
C: -0.682 -0.049 1.955  -0.56
C: 0.597 -0.153 1.773  -0.21
O: 0.151 -1.226 -0.865  -0.43
O: -0.080 1.466 -1.299  -0.54
Si: -0.626 0.386 -2.204  0.60
Si: 1.157 -0.577 0.061  0.65
H: -1.308 0.064 2.834  0.27
H: -1.180 0.064 1.084  0.22
H: 1.342 -0.013 2.565  0.32
H: 0.061 0.233 -3.399  -0.14
H: -1.986 0.085 -2.127  -0.11
H: 2.555 -0.279 -0.377  -0.07


No. 3
ORCA calculation (ωB97M-V/def2-TZVPD) on an isolated molecule of C5H8N2.

Calculated values
energy above the lowest of the compared OMol25 structures with the same formula, charge and spin	31.5	kcal/mol
HOMO	-7.9	eV
SMILES	NCc1cc[nH]c1
frontier orbital gap	8.88	eV

Last column: Mulliken charge in e.
CARTESIAN COORDINATES (ANGSTROEM)
N: 2.372 0.276 -0.438  -0.58
C: 1.560 -0.361 0.518  -0.62
C: 0.101 -0.058 0.234  0.55
C: -0.643 1.145 0.238  -0.50
C: -2.000 0.810 0.057  -0.43
N: -2.024 -0.508 -0.177  0.02
C: -0.877 -1.109 -0.049  -0.61
H: 2.177 1.309 -0.504  0.24
H: 2.297 -0.138 -1.372  0.26
H: 1.685 -1.453 0.511  0.32
H: 1.868 -0.165 1.569  0.24
H: -0.226 2.106 0.085  0.33
H: -2.794 1.537 -0.195  0.33
H: -2.761 -1.153 -0.253  0.19
H: -0.735 -2.238 -0.223  0.25


No. 4
ORCA calculation (ωB97M-V/def2-TZVPD) on a structure of composition C8H16BrO2Si.

Calculated values
HOMO (spin up / spin down)	-1.5 / -5.1	eV
2S+1	3
<S²>	2.011
frontier orbital gap (spin up / spin down)	4.99 / 5.78	eV
total charge	-1

Last column: Mulliken charge in e.
CARTESIAN COORDINATES (ANGSTROEM)
C: 1.158 -0.167 1.603  0.14
C: 1.410 -3.326 -1.232  -1.29
C: -1.841 1.149 -1.040  -1.25
C: -1.044 2.493 1.699  -1.19
C: 0.595 2.608 -0.769  -1.22
C: 0.487 -2.767 -0.101  -0.46
C: 0.280 -1.296 -0.451  -0.66
C: -0.032 -0.333 0.653  0.50
O: 1.248 1.133 1.823  -0.70
O: 1.614 -1.107 2.227  -0.40
Si: -0.407 1.490 0.228  0.86
Br: -1.723 -1.127 1.765  -0.45
H: 1.505 -4.377 -1.165  0.42
H: 2.311 -2.714 -1.069  0.33
H: 0.765 -3.084 -2.047  0.24
H: -2.804 1.523 -0.787  0.41
H: -1.458 1.636 -2.091  0.16
H: -2.159 0.096 -1.218  0.35
H: -0.280 2.508 2.506  0.30
H: -1.355 3.515 1.471  0.30
H: -1.808 1.937 2.135  0.34
H: 0.913 2.285 -1.674  0.45
H: -0.032 3.544 -0.913  0.28
H: 1.518 2.833 -0.135  0.20
H: -0.406 -3.278 -0.254  0.38
H: 0.803 -3.065 0.864  0.52
H: 1.283 -0.967 -0.800  0.29
H: -0.541 -1.144 -1.227  0.15


No. 5
ORCA calculation (ωB97M-V/def2-TZVPD) on the ion C22H27ClN5O4S with charge +1.

Calculated values
energy above the lowest of the compared OMol25 structures with the same formula, charge and spin	0.4	kcal/mol
HOMO	-11.1	eV
SMILES	Cc1c(N)c(OS(=O)(=O)c2cc(C(=O)NCCN(C)C)ccc2Cl)[n+](-c2ccccc2)n1C
frontier orbital gap	8.24	eV
total charge	+1

Last column: Mulliken charge in e.
CARTESIAN COORDINATES (ANGSTROEM)
C: -1.151 -3.589 0.570  -1.81
C: -1.821 -2.273 0.646  0.38
C: -1.286 -1.041 1.048  0.38
N: -0.045 -0.806 1.580  -0.45
C: -2.333 -0.124 0.899  0.23
O: -2.319 1.207 1.017  -0.57
S: -2.205 2.028 -0.462  1.51
O: -3.006 3.186 -0.350  -0.62
O: -2.502 1.045 -1.453  -0.54
C: -0.442 2.297 -0.416  -0.18
C: 0.309 1.199 -0.790  -0.47
C: 1.687 1.203 -0.629  -0.12
C: 2.453 -0.070 -0.840  0.55
O: 2.023 -1.126 -0.392  -0.83
N: 3.594 0.055 -1.519  -0.11
C: 4.612 -0.971 -1.550  -0.86
C: 5.892 -0.432 -0.898  -0.76
N: 5.589 0.306 0.320  0.37
C: 5.171 -0.570 1.400  -1.11
C: 6.716 1.124 0.731  -1.10
C: 2.303 2.344 -0.111  -0.25
C: 1.551 3.448 0.244  -0.94
C: 0.161 3.427 0.117  0.43
Cl: -0.783 4.755 0.626  -0.17
N: -3.425 -0.780 0.435  0.98
C: -4.650 -0.167 0.074  -0.04
C: -5.183 -0.351 -1.196  0.49
C: -6.348 0.311 -1.539  -0.92
C: -6.968 1.152 -0.629  -0.48
C: -6.425 1.336 0.632  -0.86
C: -5.264 0.676 0.992  -0.20
N: -3.105 -2.077 0.279  -0.27
C: -4.054 -3.087 -0.097  -1.11
H: -1.397 -4.102 -0.357  0.44
H: -0.075 -3.446 0.622  0.35
H: -1.448 -4.225 1.404  0.39
H: 0.730 -1.242 1.082  0.09
H: 0.131 0.172 1.765  0.38
H: -0.195 0.341 -1.207  0.68
H: 3.889 0.975 -1.811  0.26
H: 4.216 -1.835 -1.015  0.38
H: 4.821 -1.264 -2.582  0.35
H: 6.587 -1.269 -0.724  0.31
H: 6.371 0.264 -1.592  0.43
H: 4.950 0.035 2.278  0.35
H: 4.266 -1.103 1.117  0.30
H: 5.944 -1.304 1.668  0.34
H: 6.432 1.698 1.612  0.32
H: 7.607 0.530 0.976  0.37
H: 6.971 1.819 -0.068  0.34
H: 3.371 2.348 0.049  0.48
H: 2.023 4.328 0.650  0.47
H: -4.671 -0.968 -1.918  0.51
H: -6.763 0.178 -2.525  0.40
H: -7.871 1.672 -0.906  0.44
H: -6.903 1.995 1.339  0.43
H: -4.830 0.814 1.970  0.46
H: -5.063 -2.703 0.038  0.46
H: -3.922 -3.378 -1.141  0.36
H: -3.918 -3.965 0.534  0.37


Looking at max |F| for the records above, in order, we have 0.1888; 0.0690; 0.1043; 0.1005; 0.0269 Eh/bohr.
Looking at energy for the records above, in order, we have -1818.27946; -809.24004; -304.78528; -3328.32676; -2287.42142 Ha.